No. 1
Below is a structure of composition CHBrI2O2S at a distorted geometry, with properties calculated with the ωB97M-V functional and the def2-TZVPD basis.

Geometry as XYZ:
```
8
Properties=species:S:1:pos:R:3
C 0.067 -0.872 0.039
O 0.968 -0.127 2.855
O 1.917 -2.238 2.016
S 1.500 -0.917 1.785
Br 3.189 0.170 0.699
I 1.275 -1.730 -1.432
I -1.606 -1.814 0.895
H 0.204 0.122 -0.064
```

Calculated values
- relative energy (zero: lowest compared OMol25 entry of this formula, charge and spin) (eV) = 1.087
- highest occupied orbital energy (eV) = -9.70
- total charge = 0
- 2S+1 = 1

Results of the Löwdin charge analysis, in e, for atoms 1 through 5: atom 1 (C): -1.30, atom 2 (O): -0.38, atom 3 (O): -0.40, atom 4 (S): 0.19, atom 5 (Br): 0.31

=====

No. 2
Below is the molecule C3H3FOS at a distorted geometry, with properties calculated with the ωB97M-V functional and the def2-TZVPD basis.

Geometry as XYZ:
```
9
Properties=species:S:1:pos:R:3
O -0.755 -0.710 1.894
C -0.305 -0.312 0.816
S 0.474 1.241 0.641
C -0.426 -1.198 -0.336
C -0.096 -0.868 -1.594
F 0.502 0.264 -2.004
H 0.192 1.404 1.900
H -0.991 -2.108 -0.173
H -0.298 -1.571 -2.405
```

Calculated values
- relative energy (zero: lowest compared OMol25 entry of this formula, charge and spin) (eV) = 0.266
- structure (SMILES) = O=C(S)/C=C\F
- highest occupied orbital energy (eV) = -10.16
- total charge = 0
- 2S+1 = 1

Results of the Löwdin charge analysis, in e, for atoms 1 through 5: atom 1 (O): -0.02, atom 2 (C): -0.80, atom 3 (S): 0.90, atom 4 (C): -0.07, atom 5 (C): -0.13

=====

No. 3
Below is a structure of composition C18H28F6KNO7S2 at a distorted geometry, with properties calculated with the ωB97M-V functional and the def2-TZVPD basis.

Geometry as XYZ:
```
63
Properties=species:S:1:pos:R:3
K -0.537 0.588 -0.264
C -0.770 2.527 2.604
O 0.311 1.955 1.871
C 0.988 2.915 1.062
C 2.245 2.290 0.476
O 1.923 1.058 -0.163
C 2.699 0.620 -1.275
C 1.801 0.442 -2.486
O 0.777 -0.532 -2.274
C 1.204 -1.834 -2.633
H -0.388 3.225 3.355
H -1.469 3.035 1.934
H -1.290 1.712 3.104
H 0.326 3.273 0.264
H 1.287 3.780 1.667
H 2.671 2.990 -0.251
H 2.985 2.116 1.264
H 3.475 1.356 -1.510
H 3.197 -0.316 -1.003
H 1.302 1.387 -2.705
H 2.405 0.159 -3.356
H 1.461 -1.871 -3.696
H 2.063 -2.154 -2.034
H 0.377 -2.513 -2.437
C 3.046 -0.838 2.644
C 2.665 -2.192 2.060
C 2.992 -3.312 3.046
C 1.217 -2.267 1.625
C 0.208 -1.546 2.256
C -1.122 -1.709 1.885
C -1.494 -2.559 0.849
C -2.930 -2.695 0.432
C -0.481 -3.272 0.213
C 0.841 -3.131 0.599
H 4.130 -0.734 2.705
H 2.661 -0.722 3.660
H 2.651 -0.016 2.048
H 3.271 -2.363 1.161
H 2.387 -3.209 3.950
H 4.042 -3.274 3.341
H 2.793 -4.300 2.629
H 0.447 -0.843 3.044
H -1.892 -1.138 2.393
H -3.054 -2.510 -0.636
H -3.562 -1.976 0.952
H -3.317 -3.695 0.639
H -0.736 -3.951 -0.594
H 1.610 -3.706 0.093
F -5.575 0.399 -1.900
C -5.287 1.280 -0.939
F -5.961 2.405 -1.154
F -5.659 0.765 0.239
S -3.483 1.606 -0.858
O -2.839 0.309 -0.705
O -3.301 2.532 0.238
N -3.266 2.262 -2.288
S -1.869 2.959 -2.581
O -1.932 4.366 -2.805
O -0.843 2.443 -1.666
C -1.445 2.235 -4.216
F -0.230 2.686 -4.573
F -1.399 0.902 -4.159
F -2.330 2.604 -5.140
```

Calculated values
- relative energy (zero: lowest compared OMol25 entry of this formula, charge and spin) (eV) = 0.825
- highest occupied orbital energy (eV) = -9.11
- total charge = 0
- 2S+1 = 1

Results of the Löwdin charge analysis, in e, for atoms 1 through 5: atom 1 (K): 0.88, atom 2 (C): -0.07, atom 3 (O): -0.26, atom 4 (C): -0.20, atom 5 (C): -0.16

=====

No. 4
Below is a structure of composition C33H47AuGeN2OPSeSi, with properties calculated with the ωB97M-V functional and the def2-TZVPD basis.

Geometry as XYZ:
```
88
Properties=species:S:1:pos:R:3
Au 0.656 -0.276 0.145
O -0.424 1.644 2.011
C 0.103 1.406 3.298
C 1.062 0.238 3.359
C 1.612 -0.068 4.602
C 2.463 -1.144 4.730
C 2.750 -1.908 3.604
C 2.177 -1.542 2.408
N 1.357 -0.484 2.281
H -1.384 1.657 2.089
H -0.700 1.189 4.005
H 0.626 2.298 3.658
H 1.355 0.544 5.458
H 2.893 -1.394 5.691
H 3.400 -2.770 3.652
H 2.354 -2.116 1.507
N -0.525 -1.830 0.448
P -2.057 -1.663 0.723
C -3.063 -0.638 -0.394
C -2.850 0.741 -0.447
C -3.547 1.531 -1.346
C -4.461 0.948 -2.216
C -4.671 -0.421 -2.182
C -3.976 -1.212 -1.273
C -2.420 -1.010 2.396
C -3.404 -0.073 2.701
C -3.592 0.346 4.015
C -2.817 -0.190 5.034
C -1.845 -1.140 4.739
C -1.639 -1.535 3.427
C -2.824 -3.296 0.738
C -4.109 -3.477 1.250
C -4.688 -4.734 1.237
C -3.983 -5.817 0.724
C -2.699 -5.643 0.231
C -2.117 -4.382 0.237
H -2.114 1.201 0.201
H -3.377 2.599 -1.373
H -5.005 1.562 -2.921
H -5.379 -0.880 -2.860
H -4.148 -2.280 -1.254
H -4.035 0.330 1.918
H -4.358 1.077 4.243
H -2.977 0.124 6.058
H -1.250 -1.571 5.534
H -0.873 -2.264 3.187
H -4.657 -2.635 1.659
H -5.686 -4.873 1.632
H -4.437 -6.800 0.718
H -2.148 -6.490 -0.157
H -1.110 -4.227 -0.124
C 1.316 5.424 -0.372
Ge 2.695 4.538 -1.428
C 4.419 4.644 -0.519
C 2.801 5.239 -3.242
C 2.114 2.641 -1.584
Se 2.198 1.712 0.116
C 4.018 1.057 -0.007
H 1.623 6.440 -0.123
H 1.138 4.886 0.560
H 0.378 5.478 -0.925
H 4.673 5.693 -0.369
H 5.214 4.186 -1.108
H 4.383 4.172 0.463
H 3.070 6.295 -3.219
H 1.843 5.144 -3.753
H 3.557 4.708 -3.820
H 2.679 2.062 -2.314
H 1.067 2.632 -1.884
H 4.687 1.911 0.050
H 4.156 0.519 -0.937
H 4.184 0.399 0.844
C 0.737 -3.255 -2.257
Si 1.045 -1.527 -2.884
C 0.346 -1.353 -4.611
C 2.891 -1.200 -2.917
C 0.150 -0.237 -1.833
H 1.102 -3.992 -2.976
H -0.333 -3.413 -2.119
H 1.219 -3.439 -1.295
H 0.837 -2.045 -5.299
H 0.478 -0.343 -5.005
H -0.723 -1.577 -4.621
H 3.380 -1.868 -3.630
H 3.339 -1.393 -1.940
H 3.123 -0.175 -3.219
H -0.922 -0.407 -1.919
H 0.355 0.778 -2.176
```

Calculated values
- relative energy (zero: lowest compared OMol25 entry of this formula, charge and spin) (eV) = 0.081
- highest occupied orbital energy (eV) = -10.56
- total charge = +1
- 2S+1 = 1

Results of the Löwdin charge analysis, in e, for atoms 1 through 5: atom 1 (Au): 0.91, atom 2 (O): -0.13, atom 3 (C): -0.18, atom 4 (C): -0.26, atom 5 (C): -0.01

=====

Asked for gap between HOMO and LUMO across the records above, the calculation gives 8.238, 10.258, 9.190, 8.239 eV in order.
Asked for energy across the records above, the calculation gives -3756.6926, -689.3722, -3279.6368, -6715.1207 Eh in order.